13
Properties=species:S:1:pos:R:3:lowdin_charge:R:1 method="wB97M-V/def2-TZVPD" charge=+1 homo_energy_ev=-14.3754 orbital_gap_ev=10.60 e_above_lowest_kcal_mol=22.6 e_lumo_ev=-3.774 e_tot_ev=-16569.2623
O -1.32415 -2.45152 0.42525 0.076
C -0.10297 -2.35760 0.35306 -0.156
C 0.51221 -1.01178 -0.11001 -0.101
N -0.51652 0.03538 0.01398 0.162
H 0.59661 -3.18174 0.50831 0.138
H 1.39122 -0.73487 0.51117 0.150
H 0.89742 -1.08173 -1.11123 0.136
H -0.18816 0.94669 -0.35600 0.025
H -1.30931 -0.32981 -0.51256 0.165
H -0.81916 0.22871 0.96365 0.173
S -0.09611 3.24412 -0.74804 0.568
H -0.26558 3.54736 0.56646 -0.161
H 1.22451 3.14680 -0.50403 -0.175



14
Properties=species:S:1:pos:R:3:lowdin_charge:R:1 method="wB97M-V/def2-TZVPD" spin_multiplicity=2 homo_energy_ev="-9.2191 / -9.2148" orbital_gap_ev="9.07 / 6.52" e_above_lowest_kcal_mol=2.2 e_lumo_ev="-0.149 / -2.694" e_tot_ev=-27410.1901 s_squared=0.75
S 0.46549 -2.99914 -0.90667 0.291
S -0.61236 -2.50581 0.82592 0.207
H 1.51392 -3.70439 -0.36349 -0.166
H 0.54014 -0.94678 1.56795 -0.057
C 0.77227 0.57284 0.32170 -0.318
O 0.93799 -0.00993 1.60586 -0.148
C -0.68879 0.79172 -0.07202 -0.307
N -0.78827 1.84259 -1.10541 -0.025
H 1.28325 1.56562 0.42260 0.130
H 1.24132 -0.05101 -0.43129 0.082
H -1.06305 -0.17790 -0.40201 0.045
H -1.15591 1.07563 0.89291 0.117
H -1.68760 1.74330 -1.63229 0.077
H -0.75840 2.80327 -0.72375 0.074



12
Properties=species:S:1:pos:R:3:lowdin_charge:R:1 method="wB97M-V/def2-TZVPD" charge=-1 homo_energy_ev=-2.7489 orbital_gap_ev=6.98 e_above_lowest_kcal_mol=15.6 e_lumo_ev=4.229 e_tot_ev=-14529.4191
S -0.65462 1.33425 2.55968 -0.201
H -1.08272 2.40378 1.83476 -0.408
C -0.99043 -0.50870 -0.81174 -0.199
N 0.08051 0.30010 -0.28024 -0.249
C 1.33989 -0.43671 -0.26672 -0.200
H -1.82558 0.19224 -0.93393 0.067
H -0.71861 -0.77962 -1.83198 0.055
H -1.24153 -1.42053 -0.24788 0.064
H 0.02993 0.78206 0.65912 -0.111
H 2.15170 0.18880 0.13177 0.063
H 1.73192 -0.77237 -1.23856 0.056
H 1.17954 -1.28330 0.42571 0.065



12
Properties=species:S:1:pos:R:3:lowdin_charge:R:1 method="wB97M-V/def2-TZVPD" charge=-1 homo_energy_ev=-2.6746 orbital_gap_ev=6.79 e_above_lowest_kcal_mol=25.6 e_lumo_ev=4.120 e_tot_ev=-14528.9837
S -1.09233 1.09029 1.48342 -0.213
H -1.33186 2.38019 1.27816 -0.489
C 0.59082 -1.72181 -0.10705 -0.171
N 0.96318 -0.36753 -0.64053 -0.202
C 0.76464 -0.11811 -2.07769 -0.151
H 0.84101 -2.51220 -0.97003 0.092
H -0.54676 -1.80547 -0.01217 0.061
H 0.99023 -1.94939 0.86348 0.041
H 0.55462 0.20192 -0.01042 -0.134
H -0.28375 -0.27998 -2.19055 0.053
H 1.06004 0.89796 -2.38713 0.073
H 1.31871 -0.76533 -2.71391 0.042



12
Properties=species:S:1:pos:R:3:lowdin_charge:R:1 method="wB97M-V/def2-TZVPD" charge=-1 homo_energy_ev=-2.7124 orbital_gap_ev=7.12 e_above_lowest_kcal_mol=13.6 e_lumo_ev=4.403 e_tot_ev=-14529.5028
S 0.54502 2.21914 -0.29782 -0.056
H 0.99944 3.43951 -0.52835 -0.471
C 0.82282 -0.97284 -0.57217 -0.216
N 0.14729 -0.63798 0.72157 -0.249
C -1.26455 -0.33005 0.57933 -0.242
H 0.57736 -1.97647 -0.84588 0.034
H 0.53476 -0.23343 -1.39092 0.031
H 1.88870 -0.98601 -0.30656 0.063
H 0.59096 0.25543 1.01682 -0.029
H -1.43353 0.43629 -0.20668 0.011
H -1.67528 0.04773 1.54048 0.073
H -1.73300 -1.26133 0.29017 0.049



12
Properties=species:S:1:pos:R:3:lowdin_charge:R:1 method="wB97M-V/def2-TZVPD" charge=+1 homo_energy_ev=-14.7131 orbital_gap_ev=6.27 e_above_lowest_kcal_mol=92.7 e_lumo_ev=-8.439 e_tot_ev=-14518.1549
C 0.85535 -0.12540 -0.19336 -0.562
C 0.30278 1.00493 0.41574 0.227
S 2.71045 -0.35775 -0.53925 0.864
N -2.08008 -0.81617 -0.15493 0.091
H 0.60572 -0.31040 -1.23294 0.072
H 0.57456 -1.06504 0.29938 0.112
H -0.02088 1.81822 -0.23055 0.127
H 0.53921 1.29071 1.44283 0.131
H 3.16395 -0.04394 0.68532 -0.114
H -2.93215 -0.79024 0.39269 0.051
H -2.31560 -0.46126 -1.07942 0.050
H -1.40331 -0.14368 0.19449 -0.051



13
Properties=species:S:1:pos:R:3:lowdin_charge:R:1 method="wB97M-V/def2-TZVPD" charge=-1 homo_energy_ev=-3.1722 orbital_gap_ev=6.99 e_above_lowest_kcal_mol=12.3 e_lumo_ev=3.819 e_tot_ev=-25365.0387
C 1.71089 0.85767 -0.03708 -0.404
C 0.96042 0.00891 -1.07660 -0.729
S -0.71323 0.54324 -1.48567 0.318
N 1.60952 0.38706 1.34191 -0.063
H 1.30410 1.85924 -0.06010 0.068
H 2.79489 0.96055 -0.24658 0.093
H 0.93304 -1.09472 -0.74322 0.061
H 1.50325 -0.08506 -2.06271 0.036
H 2.22799 -0.43208 1.44104 0.053
H 0.59635 0.08947 1.55983 -0.035
S -1.34571 -1.03019 1.26828 0.213
H -1.07704 -0.23195 -0.02016 -0.341
H -2.63401 -1.18310 0.89884 -0.272



13
Properties=species:S:1:pos:R:3:lowdin_charge:R:1 method="wB97M-V/def2-TZVPD" charge=+1 homo_energy_ev=-14.9436 orbital_gap_ev=9.76 smiles=C[N+](C)(S)S e_above_lowest_kcal_mol=57.1 e_lumo_ev=-5.182 e_tot_ev=-25355.0583
C 0.60884 0.80173 -0.85374 -0.161
C -0.76798 -1.11238 -0.20266 -0.059
N -0.13312 0.18625 0.31578 -0.992
S -1.29125 1.41756 0.81193 0.889
S 1.09649 -0.14465 1.62519 0.881
H 1.33046 1.59666 -0.41866 0.128
H 1.20619 0.04493 -1.26226 0.071
H 0.05214 1.28178 -1.60140 0.082
H -1.03601 -0.91504 -1.30453 0.145
H -0.01265 -1.84381 -0.10125 0.069
H -1.64191 -1.29247 0.31231 0.061
H -1.21647 0.78065 2.05049 -0.068
H 1.80527 -0.80121 0.62879 -0.046